# C3H3BrCl2

A 2-piece molecular cluster, C3H3BrCl2 overall (the ωB97M-V functional and the def2-TZVPD basis, the Open Molecules 2025 dataset).

Last column: Mulliken charge in e.
Cartesian coordinates (Å):
Br: 1.3495 3.4083 1.4167  -0.084
Cl: 3.4354 1.4216 0.5239  -0.026
Cl: 1.7616 0.8526 2.9956  -0.109
C: 0.2540 0.2607 -0.7195  -0.334
C: 2.0471 1.5626 1.3925  0.179
C: 0.7376 -0.0311 0.4184  -0.439
H: 0.7657 1.0755 -1.3132  0.209
H: 0.6233 -0.7516 1.1430  0.372
H: -0.5916 -0.3590 -1.1510  0.231

Output
Max |F|: 4.5 eV/Å
Lowest unoccupied orbital energy (alpha / beta): 0.3 / -2.1 eV
Relative energy (zero: lowest compared OMol25 entry of this formula, charge and spin): 286.34 kJ/mol
<S²>: 2.012
DFT total energy: -3610.27685 hartree
Multiplicity: 3
Gap between HOMO and LUMO (alpha / beta): 7.22 / 8.24 eV

***

# C3H3BrCl2O

A 2-piece molecular cluster, C3H3BrCl2O overall (the ωB97M-V functional and the def2-TZVPD basis, the Open Molecules 2025 dataset).

Last column: Mulliken charge in e.
Cartesian coordinates (Å):
Br: -2.3962 0.8045 0.0441  -0.027
Cl: 2.3973 0.3617 0.3331  -0.044
Cl: 0.8741 -2.1596 -0.4155  -0.196
O: -1.1636 -1.8966 1.2243  -0.484
C: 1.0050 1.2175 0.1207  -0.431
C: -0.9380 -0.2126 -0.3506  -0.911
C: -0.6538 -1.4747 0.2226  0.845
H: 1.0445 1.8610 -0.7730  0.330
H: -0.4140 0.0551 -1.2759  0.555
H: 0.2446 1.4437 0.8702  0.364

Output
Max |F|: 3.5 eV/Å
Lowest unoccupied orbital energy (alpha / beta): -0.9 / -1.6 eV
Relative energy (zero: lowest compared OMol25 entry of this formula, charge and spin): 290.92 kJ/mol
DFT total energy: -3685.63176 hartree
Gap between HOMO and LUMO (alpha / beta): 8.22 / 7.11 eV

***

# C3H3BrF2

One molecule with the formula C3H3BrF2 (the ωB97M-V functional and the def2-TZVPD basis, the Open Molecules 2025 dataset).

Last column: Mulliken charge in e.
Cartesian coordinates (Å):
Br: 0.4421 1.7270 0.6163  0.139
F: 0.0888 1.5767 3.3074  -0.118
F: -1.5245 0.8258 -1.6016  -0.210
C: -0.2748 0.5478 -1.2040  0.281
C: 0.2646 2.4913 2.4340  -0.148
C: 0.4919 -0.2519 -1.8544  -0.732
H: -0.0785 -0.8825 -2.4713  0.303
H: 1.4426 -0.3696 -1.5198  0.295
H: -0.6039 3.1297 2.3850  0.189

Output
Max |F|: 2.9 eV/Å
Lowest unoccupied orbital energy (alpha / beta): -0.8 / -1.1 eV
Relative energy (zero: lowest compared OMol25 entry of this formula, charge and spin): 506.07 kJ/mol
DFT total energy: -2889.63990 hartree
Gap between HOMO and LUMO (alpha / beta): 7.90 / 8.08 eV

***

# C3H3BrF5N

A 2-piece molecular cluster, C3H3BrF5N overall (the ωB97M-V functional and the def2-TZVPD basis, the Open Molecules 2025 dataset).

Last column: Mulliken charge in e.
Cartesian coordinates (Å):
Br: 2.7985 1.4901 0.8762  0.034
F: -0.5711 3.0282 -1.9240  -0.272
F: -1.5444 1.1820 -1.7223  -0.225
F: -1.6894 2.5994 -0.1013  -0.197
F: 0.1355 1.9076 2.2399  -0.672
F: 1.1401 3.4367 0.1398  -0.157
N: 0.3130 1.4121 -0.4927  0.101
C: 1.1531 2.0888 0.2317  0.553
C: 0.0748 -0.0056 -0.0944  -0.959
C: -0.8829 2.0435 -1.0168  0.726
H: 0.5678 -0.3177 0.8603  0.293
H: -0.9676 -0.1872 -0.1770  0.359
H: 0.6958 -0.5710 -0.7642  0.416

Output
Max |F|: 4.3 eV/Å
Lowest unoccupied orbital energy: -0.7 eV
Relative energy (zero: lowest compared OMol25 entry of this formula, charge and spin): 250.48 kJ/mol
DFT total energy: -3244.12234 hartree
Gap between HOMO and LUMO: 9.29 eV

***

# C3H3BrN2O2S

A 3-piece molecular cluster, C3H3BrN2O2S overall (the ωB97M-V functional and the def2-TZVPD basis, the Open Molecules 2025 dataset).

Last column: Mulliken charge in e.
Cartesian coordinates (Å):
Br: -1.7900 0.3353 -0.9145  -0.056
S: 1.9037 0.5671 -1.0921  0.722
O: 0.9940 0.2162 -2.1750  -0.377
O: 1.3638 1.5377 -0.1023  -0.406
N: -0.2264 -2.6740 -0.7100  -0.396
N: 1.1772 -1.2285 0.5453  -0.594
C: 0.3202 -1.9766 0.0862  0.474
C: -1.3393 2.2616 1.3483  0.329
C: -1.3778 1.4329 0.5022  -0.616
H: -0.9635 2.9659 2.1623  0.327
H: -1.1078 -2.8266 -0.9683  0.269
H: 1.0459 -0.6111 1.3177  0.323

Output
Max |F|: 4.3 eV/Å
Lowest unoccupied orbital energy: -0.7 eV
Relative energy (zero: lowest compared OMol25 entry of this formula, charge and spin): 253.60 kJ/mol
DFT total energy: -3348.16266 hartree
Gap between HOMO and LUMO: 9.16 eV

***

# C3H3BrN2S

C3H3BrN2S as an isolated structure (the ωB97M-V functional and the def2-TZVPD basis, the Open Molecules 2025 dataset).

Last column: Mulliken charge in e.
Cartesian coordinates (Å):
Br: -3.2600 0.8901 -0.0625  -0.131
S: -1.5517 -1.5768 -0.1675  0.016
N: 0.9575 -0.7967 0.1863  -0.302
N: 1.2702 1.5482 -0.0140  -0.304
C: -1.5682 0.0878 -0.1011  -0.149
C: 0.1887 -1.8071 0.0319  -0.084
C: 0.8232 0.4080 0.4404  0.068
H: 1.1241 2.3778 0.5404  0.265
H: 0.5289 -2.8187 0.1411  0.398
H: 1.4873 1.6874 -0.9950  0.222

Output
Max |F|: 1.4 eV/Å
Lowest unoccupied orbital energy (alpha / beta): -0.1 / -0.1 eV
Relative energy (zero: lowest compared OMol25 entry of this formula, charge and spin): 321.36 kJ/mol
DFT total energy: -3197.67640 hartree
Gap between HOMO and LUMO (alpha / beta): 7.45 / 7.45 eV

***

# C3H3BrO

One molecule with the formula C3H3BrO (the ωB97M-V functional and the def2-TZVPD basis, the Open Molecules 2025 dataset).

Last column: Mulliken charge in e.
Cartesian coordinates (Å):
Br: -2.3410 0.2734 0.0123  0.409
O: -2.3872 -1.3616 0.0861  -0.558
C: 0.4530 0.2899 0.0140  0.208
C: 1.4366 -0.5830 -0.0032  -0.522
C: -0.4898 1.1493 0.2001  -0.374
H: -0.4779 2.1942 0.0615  0.387
H: 1.6446 -0.9220 -1.1150  0.177
H: 2.1617 -1.0403 0.7441  0.273

Output
Max |F|: 3.0 eV/Å
Lowest unoccupied orbital energy: -0.2 eV
Relative energy (zero: lowest compared OMol25 entry of this formula, charge and spin): 515.97 kJ/mol
DFT total energy: -2765.13598 hartree
Gap between HOMO and LUMO: 8.66 eV

***

# C3H3BrO

One molecule with the formula C3H3BrO (the ωB97M-V functional and the def2-TZVPD basis, the Open Molecules 2025 dataset).

Last column: Mulliken charge in e.
Cartesian coordinates (Å):
Br: -3.0088 0.4496 -0.3738  -0.177
O: -1.9958 -1.7814 0.7197  -0.155
C: -0.2940 0.0618 -0.0923  -1.168
C: -1.8769 -2.0593 -0.5242  -0.323
C: -1.5333 -0.7544 -0.0851  0.798
H: -0.4365 0.6939 -0.8853  0.368
H: 0.6094 -0.5121 -0.1442  0.345
H: -0.2560 0.7331 0.7913  0.313

Output
Max |F|: 3.2 eV/Å
Lowest unoccupied orbital energy: 0.1 eV
Relative energy (zero: lowest compared OMol25 entry of this formula, charge and spin): 278.60 kJ/mol
DFT total energy: -2765.22639 hartree
Gap between HOMO and LUMO: 10.12 eV

***

# C3H3BrO

One molecule with the formula C3H3BrO (the ωB97M-V functional and the def2-TZVPD basis, the Open Molecules 2025 dataset).

Last column: Mulliken charge in e.
Cartesian coordinates (Å):
Br: 2.8135 0.5653 0.0258  -0.235
O: 1.0475 -1.7585 -0.1335  -0.415
C: 1.0637 -0.5564 -0.1261  0.513
C: -0.1193 0.3617 -0.2355  -0.102
C: -1.3188 0.0546 0.2111  -0.677
H: -1.5600 -0.9080 0.5178  0.307
H: 0.0522 1.4030 -0.4653  0.330
H: -1.9789 0.8383 0.2057  0.280

Output
Max |F|: 2.7 eV/Å
Lowest unoccupied orbital energy: -0.4 eV
Relative energy (zero: lowest compared OMol25 entry of this formula, charge and spin): 0.00 kJ/mol
DFT total energy: -2765.33250 hartree
SMILES: C=CC(=O)Br
Gap between HOMO and LUMO: 10.19 eV

***

# C3H3BrO2

C3H3BrO2 as an isolated structure (the ωB97M-V functional and the def2-TZVPD basis, the Open Molecules 2025 dataset).

Last column: Mulliken charge in e.
Cartesian coordinates (Å):
Br: 1.1985 1.4630 0.2223  -0.025
O: -0.6073 3.1554 0.3180  -0.374
O: -0.4509 -1.2193 -0.5011  -0.067
C: -0.5379 -0.6843 0.6332  -0.144
C: 0.3054 -2.0280 0.3685  -0.334
C: -0.2396 2.1989 -0.3042  0.123
H: -0.7818 2.0234 -1.2911  0.326
H: 1.2936 -1.9449 0.1894  0.232
H: -0.1800 -2.9643 0.3649  0.262

Output
Max |F|: 6.8 eV/Å
Lowest unoccupied orbital energy: 0.5 eV
Relative energy (zero: lowest compared OMol25 entry of this formula, charge and spin): 458.84 kJ/mol
DFT total energy: -2840.41057 hartree
Gap between HOMO and LUMO: 10.35 eV

***

# C3H3BrO2

One molecule with the formula C3H3BrO2 (the ωB97M-V functional and the def2-TZVPD basis, the Open Molecules 2025 dataset).

Last column: Mulliken charge in e.
Cartesian coordinates (Å):
Br: -2.7743 0.7841 0.1067  -0.138
O: -1.2562 -1.2799 -0.7301  -0.441
O: 0.8379 -0.1390 1.2019  -0.366
C: 1.3248 -0.2454 -0.0523  -0.388
C: 0.0349 0.4318 0.2485  -0.009
C: -1.2496 -0.2612 -0.1262  0.444
H: 1.0649 -1.1294 -0.6529  0.209
H: 2.0945 0.3226 -0.3232  0.331
H: -0.0769 1.5165 0.3277  0.357

Output
Max |F|: 4.8 eV/Å
Lowest unoccupied orbital energy: 0.3 eV
Relative energy (zero: lowest compared OMol25 entry of this formula, charge and spin): 124.05 kJ/mol
DFT total energy: -2840.53808 hartree
SMILES: O=C(Br)[C@@H]1CO1
Gap between HOMO and LUMO: 10.74 eV

***

# C3H3BrO2S

One molecule with the formula C3H3BrO2S (the ωB97M-V functional and the def2-TZVPD basis, the Open Molecules 2025 dataset).

Last column: Mulliken charge in e.
Cartesian coordinates (Å):
Br: 3.6187 -0.3540 0.1945  -0.141
S: -2.0856 -0.4436 0.1252  0.838
O: -3.3815 0.1563 -0.0262  -0.478
O: -1.9010 -1.8522 -0.0594  -0.484
C: -0.8143 0.5435 -0.1592  -0.375
C: 1.9152 0.4566 -0.0296  -0.377
C: 0.8278 -0.2695 -0.0794  -0.102
H: 1.9618 1.5296 -0.1076  0.368
H: 0.7209 -1.3323 0.0008  0.389
H: -0.8620 1.5656 0.1408  0.361

Output
Max |F|: 5.0 eV/Å
Lowest unoccupied orbital energy: -1.1 eV
Relative energy (zero: lowest compared OMol25 entry of this formula, charge and spin): 137.89 kJ/mol
DFT total energy: -3238.65174 hartree
SMILES: O=S(=O)=C/C=C/Br
Gap between HOMO and LUMO: 8.56 eV

***

# C3H3BrS

One molecule with the formula C3H3BrS (the ωB97M-V functional and the def2-TZVPD basis, the Open Molecules 2025 dataset).

Last column: Mulliken charge in e.
Cartesian coordinates (Å):
Br: 2.6356 -0.0290 1.4190  -0.098
S: -2.5785 1.3494 0.2517  -0.171
C: -1.6050 0.1410 0.4296  -0.148
C: 1.5680 0.0439 -0.1356  -0.246
C: 0.1093 -0.0374 -0.2412  -0.106
H: -0.1314 -0.3739 -1.3386  0.153
H: 2.0101 -0.2792 -1.1230  0.314
H: -2.0080 -0.8150 0.7380  0.303

Output
Max |F|: 5.9 eV/Å
Lowest unoccupied orbital energy: -0.5 eV
Relative energy (zero: lowest compared OMol25 entry of this formula, charge and spin): 232.37 kJ/mol
DFT total energy: -3088.16032 hartree
SMILES: S=C/C=C\Br
Gap between HOMO and LUMO: 8.60 eV

***

# C3H3BrS

A 2-piece molecular cluster, C3H3BrS overall (the ωB97M-V functional and the def2-TZVPD basis, the Open Molecules 2025 dataset).

Last column: Mulliken charge in e.
Cartesian coordinates (Å):
Br: -0.7627 3.6433 1.9844  -0.133
S: -0.8481 -1.8267 -1.1971  0.002
C: 0.1717 1.1169 0.4464  0.070
C: -0.1901 2.0017 1.1524  -0.483
C: 0.6364 -1.1007 -0.8369  -0.339
H: -1.1846 -2.0018 0.0961  0.191
H: 1.1037 -0.6874 -1.7580  0.276
H: 1.0736 -1.1453 0.1128  0.416

Output
Max |F|: 5.1 eV/Å
Lowest unoccupied orbital energy (alpha / beta): -1.6 / -1.6 eV
Relative energy (zero: lowest compared OMol25 entry of this formula, charge and spin): 453.69 kJ/mol
DFT total energy: -3088.07603 hartree
Gap between HOMO and LUMO (alpha / beta): 7.15 / 7.15 eV